(1)
{"formula": "C30H30N5PtS", "method": "ωB97M-V/def2-TZVPD", "lumo_ev": -2.454, "homo_ev": -9.46, "e_above_lowest_kj_mol": 0.0, "charge": 1, "gap_ha": 0.2574, "species": ["Pt", "C", "N", "C", "C", "C", "C", "C", "C", "C", "N", "C", "C", "C", "C", "C", "C", "N", "C", "C", "H", "H", "H", "H", "H", "H", "H", "H", "H", "H", "H", "H", "H", "H", "H", "H", "H", "H", "H", "H", "N", "C", "C", "C", "C", "C", "C", "C", "H", "H", "H", "H", "H", "S", "C", "N", "C", "C", "C", "C", "C", "C", "H", "H", "H", "H", "H"], "coordinates": [[1.182, -0.699, -0.294], [0.157, 1.641, 1.183], [1.237, 1.306, 0.221], [1.083, 2.151, -0.996], [2.574, 1.541, 0.819], [2.873, 2.742, 1.435], [4.119, 2.938, 2.008], [5.047, 1.907, 1.968], [4.759, 0.707, 1.342], [3.518, 0.509, 0.724], [3.090, -0.642, 0.088], [3.816, -1.685, -0.450], [5.201, -1.731, -0.652], [5.793, -2.853, -1.207], [5.039, -3.956, -1.578], [3.662, -3.911, -1.420], [3.062, -2.785, -0.888], [1.587, -2.709, -0.717], [1.196, -3.584, 0.421], [0.878, -3.161, -1.937], [0.160, 2.709, 1.404], [0.317, 1.080, 2.102], [-0.799, 1.381, 0.736], [1.252, 3.198, -0.737], [0.072, 2.037, -1.380], [1.817, 1.843, -1.737], [2.137, 3.534, 1.479], [4.353, 3.874, 2.496], [6.011, 2.033, 2.443], [5.482, -0.092, 1.373], [5.813, -0.876, -0.414], [6.864, -2.858, -1.359], [5.509, -4.831, -2.001], [3.067, -4.762, -1.724], [1.549, -4.600, 0.241], [0.111, -3.586, 0.519], [1.648, -3.201, 1.333], [1.105, -4.203, -2.158], [1.181, -2.540, -2.777], [-0.194, -3.071, -1.773], [-2.400, 2.163, -1.198], [-3.374, 2.695, -0.897], [-4.602, 3.340, -0.523], [-5.361, 3.991, -1.494], [-6.545, 4.607, -1.127], [-6.965, 4.575, 0.196], [-6.206, 3.925, 1.160], [-5.021, 3.304, 0.806], [-5.022, 4.012, -2.521], [-7.139, 5.116, -1.873], [-7.890, 5.060, 0.478], [-6.538, 3.904, 2.189], [-4.421, 2.794, 1.547], [-2.990, -1.104, -2.081], [-1.395, -0.552, -1.845], [-0.873, -0.810, -0.680], [-1.799, -1.425, 0.160], [-1.591, -1.746, 1.504], [-2.624, -2.337, 2.196], [-3.852, -2.605, 1.573], [-4.070, -2.275, 0.254], [-3.024, -1.675, -0.449], [-0.830, -0.089, -2.639], [-0.639, -1.524, 1.970], [-2.492, -2.595, 3.238], [-4.643, -3.074, 2.141], [-5.023, -2.471, -0.220]], "nbo_charge": [0.79, -0.42, -0.42, -0.42, 0.15, -0.23, -0.24, -0.17, -0.25, 0.13, -0.60, 0.13, -0.26, -0.17, -0.24, -0.23, 0.14, -0.43, -0.41, -0.41, 0.20, 0.22, 0.22, 0.21, 0.23, 0.22, 0.22, 0.23, 0.22, 0.22, 0.23, 0.22, 0.23, 0.21, 0.21, 0.21, 0.23, 0.20, 0.23, 0.21, -0.42, 0.36, -0.21, -0.16, -0.20, -0.17, -0.22, -0.11, 0.23, 0.23, 0.23, 0.23, 0.22, 0.49, -0.06, -0.52, 0.16, -0.24, -0.18, -0.19, -0.20, -0.25, 0.25, 0.24, 0.23, 0.23, 0.24]}

(2)
{"formula": "C15H37BF3I2N2O4P", "method": "ωB97M-V/def2-TZVPD", "lumo_ev": -0.282, "homo_ev": -8.77, "charge": 0, "gap_ha": 0.3121, "species": ["C", "C", "B", "O", "P", "I", "C", "O", "C", "F", "F", "F", "C", "I", "C", "C", "H", "H", "H", "H", "H", "H", "H", "H", "H", "H", "H", "H", "H", "H", "H", "C", "C", "C", "O", "C", "N", "H", "H", "H", "H", "H", "H", "H", "H", "H", "H", "H", "C", "C", "C", "O", "C", "N", "H", "H", "H", "H", "H", "H", "H", "H", "H", "H", "H"], "coordinates": [[2.973, 1.883, 0.815], [3.635, 1.686, -0.632], [2.762, 2.234, -1.876], [3.479, 3.005, -2.890], [0.898, 1.945, -2.191], [1.611, 0.071, -3.748], [0.041, 0.684, -1.015], [-1.397, 0.653, -1.184], [-1.998, -0.370, -0.442], [-1.276, -0.795, 0.666], [-2.276, -1.413, -1.344], [-3.221, 0.112, 0.049], [0.325, 3.451, -1.165], [-1.657, 4.010, -2.001], [1.247, 4.752, -1.287], [0.414, 6.109, -0.954], [3.618, 2.612, 1.421], [1.928, 2.321, 0.813], [2.992, 0.890, 1.378], [3.955, 0.599, -0.776], [4.610, 2.293, -0.622], [4.005, 2.310, -3.353], [0.133, 2.451, -3.291], [0.400, 0.894, 0.039], [0.430, -0.339, -1.345], [0.095, 3.142, -0.094], [1.653, 4.929, -2.345], [2.098, 4.766, -0.515], [1.209, 6.847, -0.570], [-0.312, 5.975, -0.094], [-0.029, 6.590, -1.875], [4.089, -1.640, 3.215], [4.607, -2.406, 2.000], [5.485, -3.621, 2.366], [6.806, -3.287, 2.772], [6.924, -2.887, 4.127], [5.314, -1.474, 1.114], [4.855, -1.011, 3.671], [3.270, -0.978, 2.922], [3.708, -2.324, 3.978], [3.730, -2.789, 1.465], [5.601, -4.232, 1.465], [4.999, -4.257, 3.114], [6.228, -3.425, 4.776], [6.772, -1.809, 4.217], [7.942, -3.104, 4.456], [5.572, -1.967, 0.261], [6.211, -1.262, 1.550], [-5.862, -1.554, -0.330], [-7.178, -2.215, 0.073], [-7.894, -2.925, -1.095], [-8.561, -2.048, -1.994], [-7.721, -1.452, -2.967], [-8.040, -1.213, 0.708], [-6.012, -0.618, -0.872], [-5.273, -1.313, 0.558], [-5.263, -2.220, -0.957], [-6.935, -2.981, 0.819], [-8.678, -3.561, -0.669], [-7.213, -3.592, -1.638], [-6.921, -2.125, -3.288], [-7.303, -0.518, -2.585], [-8.335, -1.205, -3.837], [-8.874, -1.677, 1.063], [-8.398, -0.608, -0.031]], "nbo_charge": [-0.62, -0.87, 0.85, -0.96, 0.71, -0.35, -0.34, -0.52, 1.17, -0.32, -0.32, -0.32, -0.64, 0.08, -0.48, -0.62, 0.22, 0.19, 0.23, 0.28, 0.25, 0.51, 0.06, 0.22, 0.23, 0.23, 0.24, 0.23, 0.21, 0.22, 0.23, -0.61, -0.08, -0.08, -0.55, -0.25, -0.83, 0.20, 0.21, 0.21, 0.19, 0.19, 0.17, 0.17, 0.16, 0.19, 0.35, 0.36, -0.62, -0.08, -0.08, -0.55, -0.25, -0.82, 0.20, 0.22, 0.20, 0.19, 0.18, 0.16, 0.17, 0.17, 0.19, 0.35, 0.36]}

(3)
{"formula": "C6H11IN2", "method": "ωB97M-V/def2-TZVPD", "lumo_ev": -0.124, "homo_ev": -6.59, "e_above_lowest_kj_mol": 48.5, "charge": 0, "gap_ha": 0.2376, "species": ["I", "C", "C", "N", "C", "C", "N", "C", "C", "H", "H", "H", "H", "H", "H", "H", "H", "H", "H", "H"], "coordinates": [[2.005, 3.138, -0.819], [1.924, 0.142, 1.880], [1.568, -0.896, 0.858], [0.281, -0.658, 0.281], [-0.932, -0.885, 0.940], [-1.937, -0.480, 0.117], [-1.333, 0.003, -1.059], [0.023, -0.215, -0.967], [-1.926, 0.614, -2.171], [2.075, 1.095, 1.372], [2.737, -0.121, 2.557], [1.126, 0.341, 2.596], [1.586, -1.923, 1.223], [2.279, -0.901, 0.031], [-1.021, -1.312, 1.928], [-3.013, -0.393, 0.121], [0.738, 0.099, -1.713], [-2.456, 1.465, -1.745], [-2.545, -0.174, -2.601], [-1.178, 1.059, -2.828]], "nbo_charge": [-0.95, -0.65, -0.21, -0.28, -0.05, -0.05, -0.30, 0.29, -0.42, 0.28, 0.23, 0.21, 0.21, 0.23, 0.25, 0.24, 0.28, 0.23, 0.21, 0.25]}

(4)
{"formula": "C31H13F15GeN3O5PtS2", "method": "ωB97M-V/def2-TZVPD", "lumo_ev": [-8.109, -8.112], "homo_ev": [-10.57, -10.57], "charge": 1, "gap_ha": [0.0905, 0.0904], "species": ["Pt", "O", "S", "O", "O", "O", "C", "C", "C", "C", "C", "N", "C", "O", "N", "C", "C", "C", "C", "N", "C", "C", "C", "H", "H", "H", "H", "H", "H", "H", "H", "H", "H", "H", "H", "H", "F", "C", "C", "C", "F", "C", "F", "C", "F", "C", "F", "Ge", "S", "C", "C", "F", "C", "F", "C", "F", "C", "F", "C", "F", "C", "C", "F", "C", "F", "C", "F", "C", "F", "C", "F"], "coordinates": [[-2.193, 0.223, 1.859], [-4.372, 0.367, 1.596], [-4.236, 0.632, 3.075], [-5.433, 0.894, 3.774], [-3.164, 1.691, 3.125], [-3.437, -0.575, 3.533], [3.596, -2.537, -2.519], [2.940, -3.460, -1.570], [2.345, -2.971, -0.394], [1.713, -3.806, 0.493], [1.640, -5.191, 0.240], [1.024, -6.089, 1.067], [0.500, -5.936, 2.373], [0.793, -6.733, 3.219], [-0.330, -4.873, 2.613], [-1.119, -4.116, 1.752], [-1.540, -4.567, 0.498], [-2.378, -3.765, -0.258], [-2.730, -2.510, 0.219], [-2.287, -2.080, 1.390], [-1.543, -2.847, 2.164], [2.254, -5.691, -0.933], [2.884, -4.846, -1.809], [3.942, -1.634, -2.023], [2.877, -2.221, -3.281], [4.421, -3.015, -3.043], [2.393, -1.914, -0.186], [1.308, -3.398, 1.402], [1.286, -7.059, 0.903], [-0.515, -4.746, 3.603], [-1.243, -5.543, 0.141], [-2.762, -4.108, -1.206], [-3.388, -1.847, -0.327], [-1.292, -2.457, 3.144], [2.222, -6.754, -1.131], [3.348, -5.253, -2.695], [-2.103, 4.634, -0.994], [-2.044, 3.698, -1.935], [-1.311, 2.550, -1.685], [-1.170, 1.630, -2.710], [-0.353, 0.583, -2.481], [-1.795, 1.782, -3.940], [-1.657, 0.869, -4.900], [-2.560, 2.928, -4.162], [-3.163, 3.100, -5.328], [-2.666, 3.901, -3.166], [-3.338, 5.017, -3.408], [-0.196, 2.239, -0.050], [-0.186, 0.140, 0.741], [-0.506, 3.483, 1.459], [0.558, 4.002, 2.172], [1.789, 3.565, 1.858], [0.371, 4.948, 3.170], [1.408, 5.460, 3.824], [-0.931, 5.354, 3.469], [-1.123, 6.270, 4.406], [-2.024, 4.798, 2.795], [-3.252, 5.178, 3.116], [-1.790, 3.868, 1.790], [-2.773, 3.315, 1.068], [1.612, 2.652, -0.820], [1.796, 3.996, -1.091], [0.752, 4.802, -0.832], [2.979, 4.513, -1.593], [3.113, 5.813, -1.810], [4.023, 3.626, -1.865], [5.178, 4.078, -2.329], [3.850, 2.261, -1.645], [4.833, 1.410, -1.940], [2.652, 1.790, -1.111], [2.503, 0.480, -0.883]], "mulliken_charge": [0.98, -0.49, 1.20, -0.53, -0.45, -0.46, -1.37, 0.63, -0.67, -0.14, 0.51, -0.12, 0.29, -0.60, -0.01, -0.37, -0.08, -0.95, -0.26, -0.23, -0.02, -0.76, -0.83, 0.25, 0.27, 0.44, 0.26, 0.74, 0.24, 0.27, 0.58, 0.46, 0.54, 0.42, 0.36, 0.42, -0.26, 0.39, 0.61, 0.21, -0.19, -0.18, -0.27, 0.63, -0.27, 0.08, -0.27, -0.24, 0.02, 0.99, 0.72, -0.34, 0.32, -0.27, 0.42, -0.27, 0.26, -0.29, -0.44, -0.55, -0.10, 0.68, -0.36, 0.08, -0.27, 0.56, -0.28, -0.18, -0.29, -0.32, 0.15]}

(5)
{"formula": "C2HN7O6", "method": "ωB97M-V/def2-TZVPD", "smiles": "O=[N+]([O-])C(n1cnnn1)([N+](=O)[O-])[N+](=O)[O-]", "lumo_ev": -2.098, "homo_ev": -11.52, "e_above_lowest_kj_mol": 0.0, "charge": 0, "gap_ha": 0.3463, "species": ["C", "C", "N", "N", "N", "N", "N", "N", "N", "O", "O", "O", "O", "O", "O", "H"], "coordinates": [[1.948, 0.143, 0.110], [-0.529, -0.195, -0.044], [2.623, 1.259, 0.107], [1.784, 2.227, -0.157], [0.606, 1.807, -0.299], [0.667, 0.543, -0.074], [-0.603, -1.240, 1.201], [-0.687, -1.123, -1.199], [-1.619, 0.892, -0.002], [0.451, -1.692, 1.606], [-1.747, -1.469, 1.426], [0.332, -1.737, -1.448], [-1.745, -1.305, -1.701], [-1.948, 1.287, -1.078], [-1.804, 1.365, 1.086], [2.272, -0.762, 0.465]], "nbo_charge": [0.18, 0.35, -0.25, -0.03, -0.05, -0.25, 0.55, 0.50, 0.54, -0.31, -0.27, -0.35, -0.27, -0.28, -0.31, 0.25]}